{"formula": "C41H67BIrN6O3", "method": "ωB97M-V/def2-TZVPD", "species": ["Ir", "C", "C", "C", "C", "C", "C", "C", "C", "C", "N", "N", "B", "N", "N", "C", "C", "C", "C", "C", "C", "C", "C", "C", "N", "N", "C", "C", "C", "C", "C", "C", "C", "C", "C", "H", "H", "H", "H", "H", "H", "H", "H", "H", "H", "H", "H", "H", "H", "H", "H", "H", "H", "H", "H", "H", "H", "H", "H", "H", "H", "H", "H", "H", "H", "H", "H", "H", "H", "H", "H", "H", "H", "H", "H", "H", "H", "H", "H", "H", "H", "O", "C", "C", "C", "C", "O", "H", "H", "H", "H", "H", "H", "H", "H", "H", "C", "C", "C", "C", "C", "C", "C", "O", "C", "C", "C", "H", "H", "H", "H", "H", "H", "H", "H", "H", "H", "H", "H"], "xyz": [[-1.530412, 0.069716, 0.551222], [0.307271, 0.398421, -1.756914], [0.757997, 0.767675, -3.188096], [-0.363153, 1.344529, -3.745167], [1.493477, -0.487671, -3.643486], [2.858056, -0.500655, -4.083087], [3.164195, -1.713537, -3.765735], [4.628172, -2.124673, -3.298490], [5.089664, -3.201352, -4.066639], [4.360059, -2.568205, -1.962260], [2.106636, -2.649145, -3.544776], [1.018479, -1.754699, -3.459820], [1.357005, -3.148898, -2.249625], [-2.010770, -2.872882, -1.222897], [-2.842160, -2.034129, -0.461392], [-4.059361, -2.598189, -0.487239], [-3.967768, -3.780094, -1.258535], [-2.671475, -3.880647, -1.842633], [-2.148424, -5.233286, -2.607605], [-2.728571, -4.955832, -3.954451], [-2.561018, -6.304807, -1.792955], [-5.167342, -1.699930, -0.186763], [-6.332450, -2.444258, -0.400512], [-4.924744, -0.451890, -0.956064], [1.859684, -3.611107, -0.871614], [1.458669, -2.897352, 0.227385], [1.537391, -3.749428, 1.221805], [2.043240, -4.944067, 0.898889], [2.357464, -4.913701, -0.495729], [2.431042, -6.166063, -1.461676], [3.811514, -6.562949, -1.890067], [1.734180, -7.313484, -0.685266], [0.857556, -3.227263, 2.666999], [-0.761418, -3.714012, 2.387874], [1.083158, -3.446690, 4.137877], [0.838239, -0.171815, -1.225006], [-0.678532, -0.237334, -2.040222], [0.343124, 1.268281, -1.249574], [1.487500, 1.420859, -3.029901], [-0.909978, 0.391620, -4.194664], [-0.031659, 2.183408, -4.465169], [-1.179283, 1.872558, -3.011481], [3.538378, 0.465306, -4.209501], [5.138322, -1.047007, -3.671150], [4.383764, -3.751312, -4.834780], [5.127706, -4.222071, -3.486384], [6.130486, -3.232449, -4.400030], [5.296194, -2.945234, -1.563832], [3.864826, -3.500124, -1.904179], [4.125332, -1.721846, -1.256219], [0.226838, -3.687362, -2.349921], [-4.781488, -4.383489, -1.589793], [-0.972501, -5.346362, -2.662887], [-3.802318, -5.133126, -4.020228], [-2.651109, -6.162050, -4.597838], [-2.431738, -4.163337, -4.713729], [-1.779872, -6.877396, -1.373287], [-3.275975, -6.849186, -2.284259], [-3.478703, -6.117406, -1.168491], [-4.779528, -1.411895, 0.948680], [-6.786985, -2.539885, -1.521599], [-7.068789, -1.893650, -0.016771], [-6.503753, -3.251625, 0.337977], [-3.708167, -0.197671, -1.382599], [-5.590567, 0.400652, -0.549456], [-5.240071, -0.603698, -1.921634], [2.262618, -5.658828, 1.720453], [1.656910, -6.114170, -2.356154], [4.449695, -5.683369, -1.512350], [3.978195, -6.734958, -3.071680], [3.928349, -7.531083, -1.858597], [2.389200, -7.580057, 0.627249], [2.037505, -8.229431, -1.022791], [0.519205, -7.329210, -0.505581], [0.910664, -2.165712, 2.640494], [-0.912694, -4.899071, 2.420436], [-0.841484, -3.322593, 1.349504], [-1.380476, -3.621181, 3.446859], [0.899730, -4.382119, 4.555945], [0.099012, -2.943450, 4.363870], [1.670465, -2.627556, 4.700095], [-1.766315, 1.802524, -0.243540], [9.889685, 6.875274, 8.295754], [8.901840, 6.364685, 9.386188], [9.650130, 5.820081, 10.643819], [7.889781, 5.452841, 8.875289], [-0.961712, -1.443887, 1.441799], [9.372074, 7.290344, 7.509865], [10.224818, 5.837421, 8.078284], [10.820837, 7.269734, 8.958370], [10.321555, 6.770750, 10.607304], [10.266856, 4.849679, 10.370468], [8.506266, 5.540527, 11.279323], [7.301276, 6.266286, 8.668538], [7.325366, 4.652989, 9.315440], [-0.882665, -1.277347, 2.458040], [-7.027465, 9.772347, 0.204307], [-5.817805, 8.859911, -0.378576], [-5.214943, 8.797912, -1.646714], [-3.985576, 8.135929, -1.765867], [-3.356677, 8.295717, -3.084826], [-3.268930, 7.143636, -0.927092], [-2.181374, 6.612715, -1.703451], [-1.765299, 5.627211, -2.110622], [-4.174252, 6.829023, 0.220993], [-3.907520, 5.951931, 1.206419], [-5.205081, 7.973988, 0.550480], [-6.431042, 10.614820, 0.578147], [-7.554936, 9.441984, 1.002615], [-7.683335, 10.160360, -0.599323], [-5.681648, 9.172274, -2.500060], [-2.560611, 8.855111, -3.296298], [-4.103610, 8.455097, -3.907147], [-3.097989, 7.189603, -3.435130], [-2.605194, 1.959113, -0.177217], [-4.926328, 5.655563, 1.633038], [-8.320418, 12.123402, 7.048734], [-3.268730, 5.172651, 0.966940], [-5.483461, 7.765794, 1.633324]], "forces_ev_per_angstrom": [[-0.8, -0.5, -0.5], [-5.2, -0.2, -6.2], [2.0, -5.1, 3.8], [-6.0, 2.1, -3.6], [-1.8, -0.7, -1.2], [-1.7, 5.0, 0.5], [4.1, -6.7, 1.3], [-3.4, 5.4, -3.6], [1.2, -8.0, -2.9], [3.0, 1.8, 4.1], [0.8, 3.0, 1.0], [-0.2, 2.7, 0.2], [-1.5, -1.5, -0.7], [1.6, 1.0, -0.4], [2.0, -2.6, -1.8], [2.8, -1.0, -2.2], [-0.9, 0.3, -1.0], [0.1, 1.0, 3.6], [3.1, 6.7, 0.1], [-0.7, -5.3, -4.1], [-3.3, -1.6, 1.9], [6.0, 0.8, 3.5], [-4.2, -2.1, -1.8], [1.6, 3.1, -0.5], [1.3, -0.6, 0.5], [0.0, -0.4, -1.8], [-1.2, 3.4, 4.5], [2.0, -2.6, -0.6], [-2.9, 1.0, -0.1], [-3.6, 0.4, 0.4], [0.2, 5.8, -3.6], [-0.6, 0.5, 5.1], [-1.7, -2.4, -3.0], [1.9, -2.9, 2.3], [-1.1, 3.8, 0.7], [4.7, -5.1, 3.6], [1.7, 1.8, 1.6], [-1.5, 3.0, 1.7], [3.4, 3.1, 0.2], [0.4, 2.5, 0.1], [-1.1, -1.5, 0.3], [2.3, -1.4, -1.4], [-1.6, -2.6, 0.2], [-0.5, -2.9, 2.0], [1.3, 2.1, 0.6], [0.1, 1.8, 0.0], [-0.2, 0.6, -0.5], [0.9, 0.2, 0.4], [-1.4, -0.1, -0.2], [-0.7, -1.2, -0.5], [1.6, 0.6, -0.6], [-0.8, -0.3, 0.1], [-2.2, 1.0, -0.1], [-0.4, 1.1, 0.7], [0.6, 3.1, 1.1], [0.1, -0.9, 1.7], [0.4, -0.7, 0.7], [-0.8, -3.1, -2.7], [1.9, 0.9, 1.2], [-2.2, -0.6, -2.0], [1.9, -0.5, 2.5], [-3.7, 2.9, 1.4], [0.8, -0.7, -1.2], [-3.6, -0.4, 2.5], [1.5, -0.8, -0.6], [-1.5, -0.5, -2.6], [-0.2, 0.2, -1.3], [1.7, 0.8, 1.5], [0.1, -2.5, -0.5], [-0.7, 1.9, 1.7], [1.7, -5.2, 2.5], [-2.1, 1.2, -3.7], [0.4, -2.4, -1.6], [3.4, 0.5, -0.4], [-0.2, 0.8, -1.0], [1.2, 2.0, -0.6], [-1.7, -0.5, 1.2], [0.8, 1.3, -3.2], [0.7, -1.8, 0.8], [0.6, -0.6, 0.6], [0.4, -2.1, -0.9], [7.2, -1.2, -0.7], [1.8, -2.0, 5.2], [0.4, -7.1, -0.9], [-2.2, 0.2, -1.5], [1.8, 3.6, 2.1], [0.7, 1.1, 3.5], [-0.3, 1.6, -1.9], [0.2, 1.0, -0.7], [-2.1, 0.3, -2.4], [-0.7, -1.8, 2.6], [-1.2, 2.0, 0.8], [4.6, 1.1, -0.7], [-2.8, 1.4, -3.3], [0.4, -0.4, 1.0], [-0.3, -0.5, -2.6], [4.1, 1.3, -4.1], [-0.6, -2.7, 5.1], [2.5, -1.4, 1.1], [-0.4, 1.1, -1.0], [-3.5, -5.4, -3.0], [-1.5, 2.8, -2.6], [-4.2, -0.8, 4.3], [2.0, -0.3, -1.2], [1.7, 3.0, 1.3], [-4.1, -0.5, -0.9], [-0.8, -1.2, -0.7], [-0.5, 0.3, -0.1], [-1.5, -1.8, 2.2], [0.3, -0.4, 0.4], [-0.3, 0.9, -1.3], [3.3, 2.6, -0.1], [0.4, 0.5, 0.8], [0.0, 2.0, 0.4], [-8.0, 2.0, 0.5], [1.8, 0.4, 0.6], [0.0, 0.0, 0.0], [1.6, -1.4, 0.2], [-0.2, 1.0, -1.6]], "mulliken_spin": [2.57, 0.00, 0.01, 0.00, 0.00, 0.00, 0.00, 0.00, 0.00, 0.00, 0.00, 0.00, -0.01, 0.00, 0.05, 0.01, 0.00, 0.00, 0.00, 0.00, 0.00, 0.00, 0.00, 0.01, 0.00, 0.00, 0.00, 0.00, 0.00, 0.00, 0.00, 0.00, 0.00, 0.01, 0.00, -0.02, 0.02, 0.01, 0.00, 0.00, 0.00, 0.00, 0.00, 0.00, 0.00, 0.00, 0.00, 0.00, 0.00, 0.00, 0.00, 0.00, 0.00, 0.00, 0.00, 0.00, 0.00, 0.00, 0.00, 0.00, 0.00, 0.00, 0.00, 0.01, 0.00, 0.00, 0.00, 0.00, 0.00, 0.00, 0.00, 0.00, 0.00, 0.00, 0.00, 0.00, -0.01, 0.00, 0.00, 0.00, 0.00, 0.09, 0.00, 0.00, 0.00, 0.00, 0.22, 0.00, 0.00, 0.00, 0.00, 0.00, 0.00, 0.00, 0.00, 0.01, 0.00, 0.00, 0.00, 0.00, 0.00, 0.00, 0.00, 0.00, 0.00, 0.00, 0.00, 0.00, 0.00, 0.00, 0.00, 0.00, 0.00, 0.00, 0.01, 0.00, 1.00, 0.00, 0.00], "homo_ev": [-4.09, -4.10], "molar_mass_da": 895.06, "total_charge": -1, "orbital_gap_ev": [4.7, 4.7], "energy_ev": -62163.28674, "spin_multiplicity": 5}